Entry 1:
A 2-piece molecular cluster, C22H28ClN5O4 overall in a non-equilibrium geometry. Source: the OMol25 dataset; level of theory: ωB97M-V with the def2-TZVPD basis set.

Each line ends with the Löwdin charge.
Atoms and positions in Å:
C1 -3.182 5.012 -2.041  -0.05
N1 -3.343 3.818 -1.213  0.04
C2 -2.878 3.689 0.038  -0.49
O1 -2.294 4.602 0.606  0.05
C3 -3.147 2.368 0.784  -0.20
C4 -1.991 1.373 0.571  -0.09
C5 -1.670 1.089 -0.888  -0.25
C6 -2.413 0.135 -1.611  -0.07
C7 -2.158 -0.066 -2.981  -0.02
C8 -1.148 0.673 -3.629  -0.31
O2 -0.914 0.479 -4.953  0.06
C9 -0.386 1.611 -2.900  -0.01
C10 -0.650 1.818 -1.532  -0.04
N2 -4.403 1.732 0.363  0.10
C11 -5.644 2.154 0.603  -0.55
C12 -5.877 3.390 1.449  0.02
O3 -6.595 1.547 0.140  0.04
H1 -2.162 5.391 -1.955  0.09
H2 -3.385 4.773 -3.086  0.08
H3 -3.873 5.788 -1.709  0.08
H4 -3.810 3.020 -1.616  0.14
H5 -3.201 2.596 1.848  0.15
H6 -2.224 0.436 1.078  0.13
H7 -1.100 1.781 1.051  0.12
H8 -3.176 -0.455 -1.121  0.11
H9 -2.720 -0.795 -3.546  0.11
H10 -0.140 0.952 -5.260  0.10
H11 0.387 2.181 -3.392  0.11
H12 -0.083 2.556 -0.980  0.12
H13 -4.341 0.891 -0.187  0.12
H14 -6.950 3.530 1.577  0.09
H15 -5.461 4.263 0.951  0.08
H16 -5.413 3.259 2.424  0.08
N3 5.327 -4.953 1.346  0.16
C13 4.297 -4.263 0.779  -0.42
N4 3.287 -4.927 0.299  0.16
C14 2.403 -3.937 -0.106  -0.24
C15 1.142 -4.093 -0.679  -0.03
C16 0.386 -2.960 -1.008  -0.65
Cl1 -1.198 -3.141 -1.717  0.67
C17 0.907 -1.682 -0.764  -0.10
C18 2.172 -1.526 -0.182  -0.01
C19 2.910 -2.668 0.144  -0.18
N5 4.145 -2.886 0.718  0.03
C20 5.093 -1.874 1.205  -0.12
C21 4.733 -1.395 2.621  -0.16
C22 4.723 -2.518 3.662  -0.24
O4 6.004 -3.151 3.714  -0.09
H17 5.758 -4.481 2.142  0.07
H18 5.112 -5.939 1.448  0.11
H19 0.760 -5.091 -0.860  0.11
H20 0.320 -0.811 -1.035  0.08
H21 2.572 -0.536 0.012  0.10
H22 5.090 -1.020 0.520  0.12
H23 6.108 -2.285 1.196  0.12
H24 5.450 -0.628 2.930  0.11
H25 3.743 -0.929 2.597  0.11
H26 3.951 -3.254 3.414  0.12
H27 4.476 -2.104 4.646  0.12
H28 6.671 -2.539 4.075  0.11

For the energy above the lowest of the compared OMol25 structures with the same formula, charge and spin, the calculation gives 2.1 kcal/mol. Its spin multiplicity is 1. The SMILES is CNC(=O)[C@H](Cc1ccc(O)cc1)NC(C)=O.Nc1nc2cc(Cl)ccc2n1CCCO. For the HOMO-LUMO gap, the calculation gives 8.29 eV. For the total energy, the calculation gives -1890.1399 a.u. The highest occupied orbital energy is -7.950 eV.


Entry 2:
A 3-piece molecular cluster, C22H28F9N5O8 overall in a non-equilibrium geometry. Source: the OMol25 dataset; level of theory: ωB97M-V with the def2-TZVPD basis set.

Each line ends with the Löwdin charge.
Atoms and positions in Å:
C1 1.356 -3.136 1.622  -0.07
C2 1.594 -1.786 0.804  -0.31
F1 2.097 -0.781 1.704  -0.07
C3 2.600 -1.960 -0.465  -0.07
C4 1.686 -1.653 -1.768  -0.02
C5 0.783 -2.856 -2.229  -0.14
O1 0.843 -4.113 -1.538  -0.04
C6 -0.171 -2.677 -3.429  -0.04
C7 -1.141 -3.849 -3.902  -0.08
C8 -2.152 -4.115 -2.656  -0.18
O2 -3.358 -3.315 -2.738  -0.14
C9 -3.782 -2.839 -1.449  -0.09
C10 -3.462 -1.253 -1.256  -0.25
F2 -2.139 -1.084 -0.780  0.08
F3 -3.664 -0.685 -2.571  0.04
C11 -4.596 -0.645 -0.306  -0.22
F4 -5.822 -0.547 -0.996  0.10
F5 -4.803 -1.618 0.739  0.06
C12 -4.216 0.723 0.435  -0.21
F6 -5.466 1.400 0.676  0.05
F7 -3.634 0.551 1.717  0.09
C13 -3.317 1.741 -0.418  -0.13
F8 -2.009 1.755 0.168  0.03
F9 -3.809 3.084 -0.247  0.02
C14 -0.156 -1.319 -4.154  0.03
C15 0.744 -0.128 -3.705  0.03
C16 1.701 -0.270 -2.500  -0.04
C17 2.601 0.955 -2.035  -0.10
C18 1.569 2.119 -1.528  -0.23
O3 1.953 2.654 -0.243  -0.10
C19 0.423 1.090 -4.679  -0.26
O4 1.053 2.115 -4.979  0.11
N1 -0.938 0.702 -5.185  -0.07
O5 -1.674 0.968 -4.031  -0.04
C20 -0.949 -0.780 -5.423  -0.26
O6 -1.421 -1.401 -6.392  0.10
H1 2.310 -3.505 2.126  0.09
H2 0.575 -2.888 2.437  0.09
H3 0.889 -3.977 1.000  0.07
H4 0.569 -1.415 0.421  0.14
H5 3.420 -1.175 -0.379  0.11
H6 3.005 -3.036 -0.510  0.12
H7 1.627 -4.574 -1.918  0.13
H8 -1.714 -3.637 -4.862  0.12
H9 -0.506 -4.793 -4.041  0.12
H10 -2.429 -5.236 -2.709  0.14
H11 -1.652 -3.958 -1.645  0.11
H12 -4.937 -2.898 -1.455  0.15
H13 -3.438 -3.470 -0.566  0.15
H14 -3.305 1.562 -1.541  0.17
H15 3.221 1.405 -2.898  0.13
H16 3.329 0.721 -1.192  0.11
H17 0.542 1.621 -1.400  0.12
H18 1.502 2.888 -2.367  0.12
H19 2.392 3.513 -0.452  0.09
H20 -2.615 0.714 -4.178  0.12
N2 1.814 4.843 3.276  0.16
C21 3.050 4.359 3.003  -0.70
N3 3.670 3.775 4.055  0.16
O7 3.563 4.442 1.895  0.00
H21 1.378 4.783 4.180  0.08
H22 1.317 5.285 2.521  0.10
H23 4.591 3.401 3.896  0.10
H24 3.261 3.699 4.971  0.05
N4 2.430 1.683 7.114  0.16
C22 1.978 2.930 7.397  -0.68
N5 1.676 3.143 8.700  0.16
O8 1.853 3.796 6.541  0.01
H25 2.539 0.960 7.801  0.10
H26 2.664 1.486 6.154  0.11
H27 1.337 4.058 8.949  0.11
H28 1.771 2.447 9.417  0.10

Its spin multiplicity is 1. The SMILES is C[C@@H](F)Cc1c(O)c(CCOCC(F)(F)C(F)(F)C(F)(F)C(F)F)c2c(c1CCO)C(=O)N(O)C2=O.NC(N)=O.NC(N)=O. For the HOMO-LUMO gap, the calculation gives 8.28 eV. For the total energy, the calculation gives -2629.3541 a.u. The highest occupied orbital energy is -9.019 eV.


Entry 3:
One molecule with the formula C22H28FN3OS. Source: the OMol25 dataset; level of theory: ωB97M-V with the def2-TZVPD basis set.

Each line ends with the Löwdin charge.
Atoms and positions in Å:
C1 -3.930 -0.993 -0.620  -0.08
C2 -4.328 0.473 -0.436  -0.19
C3 -3.215 1.407 -0.820  -0.17
C4 -3.299 2.147 -1.990  -0.04
C5 -2.286 3.006 -2.381  -0.09
C6 -1.168 3.153 -1.581  -0.08
C7 -1.063 2.431 -0.408  -0.04
C8 -2.067 1.541 -0.029  -0.21
N1 -1.967 0.808 1.159  0.06
C9 -0.864 0.583 1.937  -0.83
S1 -1.079 0.634 3.584  0.65
N2 0.309 0.257 1.349  -0.11
C10 1.506 0.107 2.149  -0.17
C11 2.621 1.043 1.668  -0.16
N3 3.212 0.582 0.421  -0.21
C12 3.712 1.654 -0.423  -0.16
C13 4.161 1.058 -1.758  -0.19
O1 5.162 0.085 -1.576  -0.13
C14 4.701 -0.946 -0.737  -0.19
C15 4.263 -0.401 0.623  -0.16
C16 0.371 -0.297 0.013  -0.09
C17 -0.285 -1.648 -0.113  -0.12
C18 -0.698 -2.414 0.969  -0.03
C19 -1.300 -3.647 0.778  -0.08
C20 -1.499 -4.140 -0.499  -0.08
C21 -1.091 -3.399 -1.596  -0.01
C22 -0.494 -2.174 -1.383  -0.24
F1 -0.096 -1.447 -2.455  0.07
H1 -3.104 -1.258 0.034  0.05
H2 -3.622 -1.172 -1.648  0.08
H3 -4.771 -1.643 -0.393  0.08
H4 -4.623 0.639 0.604  0.11
H5 -5.199 0.686 -1.060  0.11
H6 -4.178 2.044 -2.610  0.11
H7 -2.376 3.565 -3.300  0.10
H8 -0.380 3.835 -1.862  0.10
H9 -0.207 2.565 0.238  0.11
H10 -2.825 0.759 1.695  0.11
H11 1.844 -0.933 2.113  0.13
H12 1.251 0.354 3.182  0.05
H13 2.190 2.033 1.505  0.12
H14 3.377 1.134 2.464  0.13
H15 2.908 2.372 -0.601  0.12
H16 4.563 2.178 0.045  0.13
H17 4.594 1.828 -2.398  0.13
H18 3.291 0.609 -2.262  0.13
H19 5.531 -1.645 -0.624  0.13
H20 3.851 -1.461 -1.211  0.13
H21 3.883 -1.220 1.237  0.12
H22 5.134 0.046 1.133  0.13
H23 1.434 -0.371 -0.242  0.12
H24 -0.083 0.381 -0.717  0.11
H25 -0.561 -2.042 1.973  0.11
H26 -1.615 -4.221 1.635  0.10
H27 -1.969 -5.100 -0.646  0.10
H28 -1.231 -3.756 -2.604  0.12

For the energy above the lowest of the compared OMol25 structures with the same formula, charge and spin, the calculation gives 38.4 kcal/mol. Its spin multiplicity is 1. The SMILES is CCc1ccccc1NC(=S)N(CCN1CCOCC1)Cc1ccccc1F. For the HOMO-LUMO gap, the calculation gives 8.73 eV. For the total energy, the calculation gives -1592.6842 a.u. The highest occupied orbital energy is -7.996 eV.


Entry 4:
One molecule with the formula C22H28FNO4. Source: the OMol25 dataset; level of theory: ωB97M-V with the def2-TZVPD basis set.

Each line ends with the Löwdin charge.
Atoms and positions in Å:
C1 -1.258 -2.432 -2.303  -0.06
C2 -2.485 -1.732 -1.739  -0.21
O1 -2.131 -0.679 -0.845  -0.01
C3 -1.914 -1.014 0.431  -0.48
O2 -2.016 -2.138 0.856  0.12
C4 -1.696 0.211 1.319  -0.35
C5 -3.069 0.675 1.853  -0.07
C6 -4.043 0.965 0.750  -0.21
C7 -4.152 2.237 0.200  -0.05
C8 -5.021 2.486 -0.849  -0.07
C9 -5.799 1.469 -1.372  -0.01
C10 -5.690 0.210 -0.811  -0.27
F1 -6.445 -0.795 -1.308  0.05
C11 -4.835 -0.056 0.241  0.04
C12 -0.791 -0.219 2.478  -0.09
C13 0.494 -0.830 1.895  -0.16
N1 0.514 -0.612 0.462  -0.18
C14 1.596 -1.303 -0.218  -0.10
C15 2.962 -0.800 0.134  -0.25
C16 3.823 -1.133 1.140  -0.02
C17 4.934 -0.265 1.015  -0.02
C18 4.671 0.545 -0.053  -0.25
C19 5.471 1.630 -0.701  -0.15
O3 6.307 1.170 -1.744  -0.17
C20 7.369 0.358 -1.312  -0.11
O4 3.474 0.221 -0.588  0.09
C21 0.420 0.799 0.141  -0.14
C22 -0.976 1.311 0.539  -0.09
H1 -0.619 -1.718 -2.816  0.07
H2 -0.697 -2.893 -1.494  0.07
H3 -1.567 -3.201 -3.005  0.08
H4 -3.114 -2.453 -1.206  0.12
H5 -3.064 -1.251 -2.531  0.13
H6 -3.467 -0.116 2.492  0.13
H7 -2.916 1.568 2.464  0.13
H8 -3.553 3.042 0.598  0.11
H9 -5.092 3.480 -1.265  0.11
H10 -6.479 1.637 -2.192  0.11
H11 -4.785 -1.054 0.650  0.14
H12 -1.305 -0.957 3.093  0.12
H13 -0.567 0.650 3.098  0.12
H14 1.382 -0.399 2.386  0.12
H15 0.501 -1.909 2.059  0.13
H16 1.525 -2.364 0.038  0.14
H17 1.444 -1.184 -1.294  0.13
H18 3.689 -1.905 1.869  0.11
H19 5.804 -0.240 1.641  0.11
H20 6.074 2.140 0.067  0.13
H21 4.795 2.346 -1.174  0.13
H22 7.950 0.119 -2.200  0.09
H23 8.003 0.889 -0.591  0.09
H24 7.009 -0.569 -0.851  0.08
H25 1.202 1.379 0.660  0.13
H26 0.576 0.915 -0.932  0.13
H27 -0.891 2.199 1.168  0.12
H28 -1.554 1.571 -0.346  0.11

For the energy above the lowest of the compared OMol25 structures with the same formula, charge and spin, the calculation gives 4.8 kcal/mol. Its spin multiplicity is 1. The SMILES is CCOC(=O)C1(Cc2cccc(F)c2)CCN(Cc2ccc(COC)o2)CC1. For the HOMO-LUMO gap, the calculation gives 9.25 eV. For the total energy, the calculation gives -1310.6840 a.u. The highest occupied orbital energy is -8.502 eV.